1.
ORCA calculation (wB97M-V/def2-TZVPD) on an isolated molecule of C5H8F3O5PS.

```
23
Properties=species:S:1:pos:R:3:nbo_charge:R:1
O -2.679 -0.669 -0.938 -0.9216
S -1.363 -0.194 -1.242 2.0960
O -1.238 1.227 -1.306 -0.9163
C -0.246 -0.933 -0.072 -0.4988
C -0.715 -0.559 1.340 -0.0705
O 0.438 -0.761 2.093 -0.4928
C 1.509 -0.161 1.354 -0.2559
P 1.761 1.672 1.668 1.2960
O 0.779 1.842 2.979 -0.9784
O 0.927 2.443 0.481 -0.9863
C 1.184 -0.366 -0.155 -0.4538
C -0.915 -0.968 -2.885 0.7448
F -1.260 -0.150 -3.875 -0.2910
F -1.576 -2.123 -2.982 -0.2980
F 0.400 -1.225 -2.948 -0.3151
H -0.238 -2.006 -0.200 0.2585
H -1.536 -1.222 1.578 0.2192
H -1.110 0.452 1.397 0.1725
H 2.360 -0.787 1.580 0.2249
H 0.412 2.728 2.930 0.4929
H -0.031 2.389 0.600 0.4916
H 1.833 -1.117 -0.588 0.2271
H 1.303 0.487 -0.808 0.2551
```

Output
SMILES: O=S(=O)([C@@H]1CO[C@H](P(O)O)C1)C(F)(F)F
frontier orbital gap: 9.363 eV

2.
ORCA calculation (wB97M-V/def2-TZVPD) on a structure of composition C5H8FMnO4.

```
19
Properties=species:S:1:pos:R:3:nbo_charge:R:1
O 1.295 0.863 -0.614 -0.9726
C 2.199 -0.121 -0.654 0.4516
C 1.818 -1.182 0.382 -0.1282
O 1.203 -0.472 1.457 -0.5012
C 0.069 0.165 1.124 1.0409
O -0.900 -0.659 0.773 -0.4929
O -0.137 1.305 1.589 -0.7933
C -2.173 -0.104 0.387 -0.0756
H 2.684 -1.719 0.778 0.2202
F 3.501 0.353 -0.301 -0.4051
H 2.327 -0.564 -1.656 0.1333
H 1.097 -1.881 -0.063 0.1917
H -2.881 -0.923 0.555 0.1991
H -2.413 0.723 1.067 0.2054
C -2.188 0.346 -1.057 -0.6361
H -3.211 0.650 -1.318 0.2240
H -1.532 1.211 -1.213 0.2218
H -1.888 -0.472 -1.725 0.2196
Mn 1.130 2.484 0.491 0.8976
```

Output
⟨S²⟩: 12.002
frontier orbital gap (spin up / spin down): 7.013 / 10.676 eV
2S+1: 7

3.
ORCA calculation (wB97M-V/def2-TZVPD) on a structure of composition C5H8FN.

```
15
Properties=species:S:1:pos:R:3:nbo_charge:R:1
C -0.794 0.607 0.095 0.3329
C -0.084 -0.008 1.277 -0.4751
C 0.991 -0.767 0.427 -0.2354
C -0.864 -0.544 -0.902 -0.2831
C 0.441 1.029 -0.809 -0.2726
H 0.372 0.662 2.016 0.2146
H -0.688 -0.683 1.937 0.2155
H 2.005 -0.510 0.729 0.2054
H 0.877 -1.906 0.540 0.1968
H -1.292 -0.318 -1.897 0.2094
H -1.213 -1.566 -0.683 0.1991
H 0.181 1.366 -1.799 0.2067
H 1.223 1.651 -0.309 0.1952
N 0.657 -0.416 -0.949 -0.3903
F -1.814 1.402 0.327 -0.3191
```

Output
energy above the lowest of the compared OMol25 structures with the same formula, charge and spin: 1.345 eV
frontier orbital gap: 10.291 eV

4.
ORCA calculation (wB97M-V/def2-TZVPD) on an isolated molecule of C5H8FNS.

```
16
Properties=species:S:1:pos:R:3:nbo_charge:R:1
C -0.373 0.076 0.872 -0.2380
C -0.903 0.921 -0.328 -0.2186
C 0.935 -0.267 -1.195 -0.2140
C 0.799 -0.654 0.298 -0.2844
C -0.415 -1.418 0.679 0.2030
H 0.447 1.757 2.226 0.1246
H -0.543 1.973 -0.165 0.1685
H -2.007 1.012 -0.460 0.2078
H -0.336 0.981 -2.307 0.3705
H 1.689 0.519 -1.274 0.1739
H 1.258 -1.096 -1.889 0.2040
H 1.734 -0.821 0.794 0.2420
H -1.039 -1.875 -0.075 0.1896
N -0.389 0.293 -1.552 -0.6343
F -0.461 -2.112 1.838 -0.3348
S -0.397 0.709 2.537 0.0403
```

Output
SMILES: F[C@@H]1[C@H]2CNC[C@@]12S
energy above the lowest of the compared OMol25 structures with the same formula, charge and spin: 0.917 eV
frontier orbital gap: 9.732 eV

Number 1: DFT total energy -1610.65491 Ha. Number 2: DFT total energy -1747.11173 Ha. Number 3: DFT total energy -349.86985 Ha. Number 4: DFT total energy -748.07222 Ha.